# 1
# C72H180N12O24

A cluster of 12 separate species, C72H180N12O24 in total (the ωB97M-V functional and the def2-TZVPD basis, the Open Molecules 2025 dataset).

HOMO-LUMO gap: 8.56 eV
F_max: 4.21 eV Å⁻¹
E_HOMO: -8.08 eV
Energy: -144576.5379 eV
Energy relative to the best compared isomer or geometry (same formula, charge and spin): 253.3 kcal per mole
SMILES string: COCCNCCOC.COCCNCCOC.COCCNCCOC.COCCNCCOC.COCCNCCOC.COCCNCCOC.COCCNCCOC.COCCNCCOC.COCCNCCOC.COCCNCCOC.COCCNCCOC.COCCNCCOC

Positions of all 288 atoms, in Å:
C -20.8066 -14.6390 -13.3552
O -20.0347 -14.2350 -12.2599
C -19.6702 -15.2280 -11.3320
C -20.9777 -15.5833 -10.4755
N -20.7370 -16.5858 -9.4120
C -19.7611 -16.1308 -8.5042
C -19.4452 -17.0032 -7.3044
O -18.6761 -18.1774 -7.7031
C -18.5280 -19.0945 -6.6541
H -20.6926 -13.8666 -14.1158
H -21.8812 -14.6572 -13.1734
H -20.4982 -15.5660 -13.8387
H -18.9216 -14.8359 -10.6435
H -19.4204 -16.1967 -11.7647
H -21.7014 -16.0097 -11.1700
H -21.4216 -14.6822 -10.0523
H -21.5272 -17.0971 -9.0458
H -20.1675 -15.1856 -8.1442
H -18.7893 -16.0670 -8.9938
H -20.4290 -17.2030 -6.8799
H -18.9153 -16.4191 -6.5519
H -18.1766 -18.6947 -5.7029
H -17.8947 -19.8792 -7.0678
H -19.4384 -19.6665 -6.4749
C -14.9892 -6.5089 -11.9336
O -15.6548 -5.4995 -12.6514
C -16.5795 -5.8810 -13.6311
C -17.5196 -4.6671 -13.9400
N -18.5468 -4.8602 -14.9753
C -18.5062 -3.8647 -16.0830
C -19.7022 -4.1659 -17.0306
O -20.7882 -3.4196 -16.4609
C -21.9737 -4.2101 -16.3026
H -15.6905 -6.9226 -11.2090
H -14.1807 -6.0082 -11.4009
H -14.6294 -7.2316 -12.6660
H -17.1391 -6.7676 -13.3330
H -15.9352 -6.1230 -14.4764
H -16.9308 -3.7518 -13.8796
H -18.0321 -4.5774 -12.9822
H -19.3520 -4.9259 -14.3692
H -17.6770 -4.1533 -16.7288
H -18.3410 -2.8318 -15.7764
H -19.9391 -5.2041 -17.2634
H -19.5959 -3.8118 -18.0559
H -22.3337 -4.2978 -17.3276
H -22.6462 -3.6214 -15.6785
H -21.6214 -5.1520 -15.8820
C -8.6953 -7.7406 -20.1124
O -8.1123 -8.4909 -21.1948
C -8.6391 -9.7960 -21.1891
C -10.0798 -9.9884 -21.8115
N -10.0691 -9.5292 -23.1864
C -11.3871 -9.4611 -23.8633
C -12.3835 -8.4456 -23.1644
O -12.8955 -9.0464 -21.9982
C -14.1466 -8.3832 -21.4636
H -8.1168 -6.8340 -20.2894
H -8.3627 -8.0734 -19.1292
H -9.7455 -7.4498 -20.0857
H -8.5229 -10.2472 -20.2036
H -8.0653 -10.4231 -21.8714
H -10.8776 -9.4259 -21.3264
H -10.4646 -11.0078 -21.7810
H -9.5326 -8.6804 -23.2949
H -11.9944 -10.3592 -23.9757
H -11.0724 -9.0294 -24.8134
H -13.0845 -7.9342 -23.8240
H -11.8010 -7.5867 -22.8312
H -13.8833 -7.3393 -21.2935
H -14.4051 -8.7661 -20.4764
H -14.9777 -8.4973 -22.1596
C -16.0632 -5.1440 -20.4831
O -16.8115 -5.4022 -19.2898
C -16.8756 -6.7424 -18.9272
C -17.3054 -6.8157 -17.4239
N -17.0151 -8.0654 -16.7003
C -17.9130 -9.1273 -17.1011
C -17.8207 -10.3534 -16.2060
O -18.1467 -10.1920 -14.8951
C -18.3752 -11.3463 -14.0236
H -16.1558 -4.0936 -20.7591
H -16.4725 -5.7743 -21.2726
H -15.0528 -5.5437 -20.3974
H -15.8393 -7.0790 -18.8978
H -17.4575 -7.2483 -19.6977
H -18.3593 -6.5509 -17.3388
H -16.6696 -6.1195 -16.8770
H -17.1727 -7.7832 -15.7434
H -17.7034 -9.3912 -18.1377
H -18.9618 -8.8665 -16.9597
H -16.8230 -10.7907 -16.2425
H -18.3592 -11.0981 -16.7920
H -18.3551 -12.3253 -14.5023
H -19.3908 -11.0740 -13.7363
H -17.6932 -11.4121 -13.1760
C -8.8221 -6.3636 -8.5320
O -9.1908 -7.2180 -9.5630
C -10.1033 -6.5910 -10.4837
C -10.8541 -7.5690 -11.4873
N -9.9692 -8.4478 -12.2350
C -10.5613 -9.4121 -13.1638
C -11.3118 -8.7529 -14.3827
O -12.4777 -8.1674 -13.9059
C -13.3062 -7.6941 -14.9420
H -9.7426 -6.3025 -7.9514
H -8.7543 -5.3845 -9.0062
H -7.9875 -6.7648 -7.9571
H -9.6222 -5.7696 -11.0148
H -10.9139 -6.1702 -9.8888
H -11.5039 -7.0203 -12.1692
H -11.6534 -8.2074 -11.1110
H -9.4925 -9.0896 -11.6178
H -11.3307 -9.9422 -12.6025
H -9.8929 -10.1142 -13.6621
H -11.6737 -9.5540 -15.0272
H -10.6298 -8.1093 -14.9384
H -13.6139 -6.6660 -14.7508
H -14.2521 -8.2353 -14.9219
H -12.8654 -7.8311 -15.9294
C -24.7265 -13.0354 -3.3001
O -23.5232 -13.6830 -3.8984
C -22.5026 -12.7930 -3.7012
C -22.6315 -11.4033 -4.3165
N -22.4388 -11.4669 -5.7998
C -22.9036 -10.3385 -6.5543
C -23.0366 -10.6895 -8.0915
O -21.7758 -10.5059 -8.8126
C -21.4974 -11.3706 -9.9176
H -25.4978 -13.7988 -3.1979
H -25.1792 -12.2705 -3.9311
H -24.4604 -12.4976 -2.3902
H -21.6224 -13.2814 -4.1192
H -22.3187 -12.7291 -2.6287
H -21.9476 -10.6470 -3.9314
H -23.4876 -10.8306 -3.9600
H -22.5171 -12.4193 -6.1268
H -22.2578 -9.4604 -6.5536
H -23.8451 -9.9622 -6.1543
H -23.8258 -10.1854 -8.6491
H -23.3962 -11.7159 -8.1649
H -22.3869 -11.3330 -10.5465
H -21.5073 -12.3349 -9.4095
H -20.5542 -11.2787 -10.4561
C -16.2692 -0.9120 -21.8295
O -16.5446 -1.3067 -20.4736
C -15.4550 -1.6830 -19.6390
C -15.9419 -1.8539 -18.1420
N -17.0153 -0.9435 -17.6739
C -16.6546 0.4662 -17.6432
C -17.8449 1.2375 -17.1184
O -17.6631 2.6679 -17.3044
C -18.0061 3.2578 -18.5794
H -15.3527 -0.3310 -21.9320
H -16.9175 -0.1179 -22.2000
H -16.3257 -1.7282 -22.5498
H -14.6800 -0.9294 -19.7785
H -15.1076 -2.6688 -19.9481
H -15.1205 -1.7312 -17.4360
H -16.3228 -2.8634 -17.9876
H -17.7818 -1.1581 -18.2956
H -16.3989 0.8888 -18.6149
H -15.7186 0.5474 -17.0906
H -17.9726 1.0599 -16.0505
H -18.7760 0.9336 -17.5966
H -17.1312 3.0643 -19.2000
H -18.0897 4.3001 -18.2714
H -18.9873 3.0504 -19.0064
C -25.6467 -9.5469 -25.1391
O -25.2307 -8.4445 -24.3381
C -24.0956 -8.7170 -23.6317
C -24.3670 -9.5540 -22.3729
N -23.2809 -9.8406 -21.4102
C -22.5160 -8.6727 -20.8937
C -20.9816 -8.9106 -20.8478
O -20.2782 -8.2642 -19.8256
C -20.0721 -6.9116 -20.1631
H -26.7086 -9.6322 -25.3697
H -25.3324 -10.5698 -24.9320
H -25.1991 -9.1980 -26.0697
H -23.5546 -7.8534 -23.2449
H -23.3058 -9.0858 -24.2862
H -24.7704 -10.5178 -22.6838
H -25.1643 -8.9823 -21.8981
H -22.7176 -10.4799 -21.9526
H -22.8470 -8.5431 -19.8633
H -22.8328 -7.7495 -21.3789
H -20.5127 -8.5847 -21.7763
H -20.7793 -9.9787 -20.7679
H -21.0876 -6.5175 -20.1256
H -19.6117 -6.8042 -21.1452
H -19.4173 -6.4071 -19.4525
C -15.6376 -4.6242 -24.1200
O -14.5970 -4.8768 -23.1650
C -13.5530 -3.9420 -23.1072
C -12.5962 -4.3388 -22.0903
N -11.3644 -3.4589 -22.1926
C -10.3398 -3.7817 -21.1755
C -10.7653 -3.8376 -19.7622
O -11.5766 -5.0297 -19.6116
C -12.4468 -4.9268 -18.5344
H -16.0319 -3.6103 -24.1882
H -16.4010 -5.3874 -23.9685
H -15.3888 -4.7862 -25.1688
H -14.0432 -2.9833 -22.9380
H -13.1142 -3.8298 -24.0986
H -12.4911 -5.4178 -22.2037
H -13.1369 -4.1582 -21.1613
H -11.0856 -3.4953 -23.1627
H -9.6877 -2.9132 -21.0828
H -9.7899 -4.6391 -21.5634
H -11.2571 -2.9358 -19.3973
H -9.9640 -3.9096 -19.0269
H -12.0069 -4.5516 -17.6104
H -12.9263 -5.9002 -18.4312
H -13.3398 -4.3729 -18.8240
C -12.6524 -8.2124 -7.2485
O -13.6983 -7.5330 -7.8133
C -14.6585 -7.0115 -6.8428
C -15.7692 -6.2642 -7.6398
N -16.7609 -6.9833 -8.4747
C -18.0502 -6.4989 -8.6373
C -18.7865 -7.4987 -9.5405
O -17.9335 -7.8240 -10.5882
C -18.3648 -8.8503 -11.3747
H -12.9559 -9.1859 -6.8633
H -12.0703 -7.7816 -6.4338
H -11.9635 -8.3971 -8.0727
H -14.0859 -6.2676 -6.2889
H -15.0914 -7.8020 -6.2298
H -15.3786 -5.4358 -8.2309
H -16.3964 -5.7536 -6.9091
H -16.4902 -7.2033 -9.4225
H -17.9783 -5.4821 -9.0232
H -18.5097 -6.4118 -7.6527
H -19.5947 -7.0058 -10.0809
H -19.0088 -8.4210 -9.0038
H -18.5657 -9.7797 -10.8418
H -17.5128 -8.9851 -12.0411
H -19.2156 -8.5583 -11.9903
C -25.0063 -2.9847 -12.4365
O -23.9361 -3.8917 -12.3677
C -22.6523 -3.2612 -12.4536
C -21.5381 -4.3193 -12.1679
N -21.2948 -5.0170 -13.3735
C -20.9363 -6.3861 -12.9871
C -20.8706 -7.3372 -14.1061
O -22.0176 -7.5072 -14.9226
C -21.9437 -8.7392 -15.7227
H -25.0351 -2.3882 -13.3483
H -25.3171 -2.3643 -11.5959
H -25.8920 -3.6081 -12.5590
H -22.5873 -2.6100 -11.5819
H -22.3930 -2.7280 -13.3682
H -21.9081 -4.9445 -11.3553
H -20.5355 -3.9224 -12.0084
H -22.1422 -5.0730 -13.9203
H -21.7056 -6.7574 -12.3099
H -19.9921 -6.3414 -12.4444
H -20.7198 -8.2764 -13.5739
H -20.0167 -7.0028 -14.6953
H -22.7168 -8.6110 -16.4802
H -22.0710 -9.6898 -15.2047
H -20.9906 -8.7646 -16.2509
C -6.1892 -6.5876 -13.1879
O -7.0583 -5.4290 -13.3273
C -7.5716 -5.2974 -14.7139
C -8.3234 -3.9554 -14.8475
N -9.5234 -3.7391 -13.9922
C -10.5384 -4.6993 -14.1213
C -11.8786 -3.8918 -13.9228
O -12.6719 -3.5832 -15.0995
C -13.8309 -2.9862 -14.7862
H -5.4629 -6.5669 -14.0004
H -6.6789 -7.5580 -13.1062
H -5.6965 -6.5327 -12.2171
H -8.0536 -6.2485 -14.9399
H -6.6634 -5.2103 -15.3103
H -8.5101 -3.7647 -15.9043
H -7.6030 -3.2968 -14.3623
H -9.0762 -3.7553 -13.0867
H -10.4336 -5.4150 -13.3059
H -10.4861 -5.1776 -15.0994
H -11.6714 -2.9730 -13.3742
H -12.4249 -4.4628 -13.1721
H -14.6825 -3.4154 -15.3141
H -13.7032 -1.9226 -14.9879
H -14.1827 -3.0357 -13.7557

Here are the Mulliken charges for atoms 1 to 6, given in e: -0.8551, -0.1255, -0.5013, -0.5699, -0.2437, -0.2427

---

# 2
# C72H55BiN6O6S3

A structure of composition C72H55BiN6O6S3 (the ωB97M-V functional and the def2-TZVPD basis, the Open Molecules 2025 dataset).

HOMO-LUMO gap: 6.77 eV
F_max: 2.14 eV Å⁻¹
E_HOMO: -7.71 eV
Energy: -135129.3512 eV
Energy relative to the best compared isomer or geometry (same formula, charge and spin): 45.4 kcal per mole

Positions of all 143 atoms, in Å:
Bi 0.1712 -0.1690 -2.3691
N -0.2866 6.4147 5.9459
C -0.1060 5.7463 5.0324
C 0.0791 4.9295 3.8956
C 0.7242 5.4237 2.7626
C 0.8711 4.6204 1.6505
C 0.3433 3.3296 1.6295
C -0.2892 2.8432 2.7718
C -0.4059 3.6196 3.9045
C 0.3903 2.4835 0.4161
C -0.8873 2.0572 -0.0308
C -2.0842 2.7103 0.3390
C -3.1304 2.0013 -0.2209
C -2.5402 0.9390 -0.8983
N -1.2053 0.9684 -0.8060
C 1.6324 2.2423 -0.1348
C 2.9018 2.5552 0.4690
C 3.8572 2.1701 -0.4209
C 3.1540 1.6562 -1.5475
N 1.8582 1.6978 -1.3797
H 1.0967 6.4366 2.7497
H 1.3677 5.0060 0.7749
H -0.7005 1.8460 2.7550
H -0.8839 3.2329 4.7916
H -2.1509 3.6249 0.8953
H -4.1798 2.2199 -0.1411
H -3.0229 0.1573 -1.4531
H 3.0339 2.9816 1.4436
H 4.9245 2.2547 -0.3347
H 3.5804 1.2942 -2.4660
C -0.8254 6.5479 -1.6456
C 0.0539 5.9031 -2.7298
C 1.3263 5.3518 -2.0852
C 0.4728 6.9521 -3.7685
C -0.7646 4.8045 -3.3865
C -1.8299 5.1651 -4.2258
C -2.6246 4.2349 -4.8609
C -2.3787 2.8979 -4.6064
S -3.2128 1.4896 -5.1924
C -2.1755 0.5019 -4.2198
N -1.2868 1.1677 -3.5373
C -1.3489 2.5118 -3.7326
C -0.5269 3.4638 -3.1434
C -2.2958 -0.9240 -4.1093
C -3.1846 -1.6645 -4.8907
C -3.2527 -3.0328 -4.7185
C -2.4537 -3.6492 -3.7650
C -1.5623 -2.9060 -3.0035
C -1.4690 -1.5361 -3.1614
H -0.2696 7.3224 -1.1215
H -1.1414 5.7957 -0.9244
H -1.7164 7.0004 -2.0760
H 1.9053 6.1652 -1.6519
H 1.9467 4.8543 -2.8257
H 1.0861 4.6406 -1.3016
H 1.1226 7.6904 -3.3042
H -0.3812 7.4761 -4.1869
H 1.0195 6.4758 -4.5793
H -2.0468 6.2086 -4.3832
H -3.4197 4.5356 -5.5236
H 0.2716 3.0914 -2.5266
H -3.7953 -1.1612 -5.6279
H -3.9227 -3.6211 -5.3284
H -2.5074 -4.7188 -3.6298
H -0.9395 -3.4026 -2.2776
O 4.5750 -0.9624 -6.6028
C 4.4402 -2.0992 -5.9567
O 5.2126 -3.0181 -6.0958
C 3.2790 -2.2395 -5.0341
C 2.9921 -3.4018 -4.3325
N 1.8676 -3.1853 -3.6394
N 1.4121 -1.9581 -3.8212
C 2.2408 -1.3496 -4.6554
C 1.9711 0.0744 -5.0193
O 2.6980 0.6401 -5.8394
O 0.9762 0.6237 -4.4575
H 3.8692 -0.2740 -6.3705
H 3.5163 -4.3342 -4.3144
H 1.4266 -3.7813 -2.9520
C -7.3483 -3.8962 1.3216
C -5.9122 -3.5814 1.0300
C -4.8785 -4.1712 1.7494
C -3.5600 -3.8586 1.4748
C -3.2693 -2.9523 0.4740
C -4.2790 -2.3866 -0.2811
C -5.5956 -2.6908 0.0081
S -1.5404 -2.5162 0.1252
O -0.8500 -3.8110 0.0591
C -1.2905 -1.8169 1.7896
C -2.1485 -0.7617 2.1429
C -2.0096 -0.1335 3.3469
C -0.9398 -0.4652 4.2102
C -0.6786 0.2596 5.3910
C 0.4363 0.0013 6.1390
C 1.3198 -1.0217 5.7631
C 1.0635 -1.7834 4.6574
C -0.0644 -1.5208 3.8498
C -0.2954 -2.2336 2.6369
C 0.5634 -3.3962 2.3425
C 0.4467 -4.5755 3.1207
C -0.5501 -4.7052 4.1111
C -0.6955 -5.8713 4.8067
C 0.1654 -6.9520 4.5587
C 1.1618 -6.8454 3.6270
C 1.3225 -5.6651 2.8668
C 2.2951 -5.5402 1.8488
C 2.3514 -4.4130 1.0749
C 1.4813 -3.3485 1.3267
S 1.3930 -1.9030 0.2290
O 1.9322 -2.3631 -1.0605
C 2.7530 -1.0550 1.0680
C 2.4516 -0.2073 2.1170
C 3.4738 0.4278 2.7977
C 4.7993 0.2425 2.4233
C 5.9050 0.9474 3.1490
C 5.0772 -0.5957 1.3479
C 4.0626 -1.2433 0.6670
H -7.4421 -4.5547 2.1813
H -7.8152 -4.3794 0.4627
H -7.9027 -2.9806 1.5244
H -5.1052 -4.8801 2.5322
H -2.7522 -4.3206 2.0203
H -4.0329 -1.7223 -1.0941
H -6.3903 -2.2370 -0.5665
H -2.9265 -0.4659 1.4556
H -2.6937 0.6492 3.6421
H -1.3655 1.0411 5.6817
H 0.6547 0.5909 7.0170
H 2.2067 -1.2069 6.3520
H 1.7487 -2.5670 4.3691
H -1.2054 -3.8667 4.2989
H -1.4688 -5.9619 5.5561
H 0.0296 -7.8680 5.1148
H 1.8392 -7.6718 3.4616
H 2.9758 -6.3625 1.6740
H 3.0474 -4.3195 0.2551
H 1.4247 -0.0464 2.4065
H 3.2305 1.0799 3.6248
H 5.5434 1.3623 4.0868
H 6.2911 1.7646 2.5386
H 6.7279 0.2666 3.3569
H 6.1027 -0.7362 1.0394
H 4.2666 -1.8707 -0.1894

Here are the Mulliken charges for atoms 1 to 6, given in e: 4.4950, -0.5517, -0.2557, 0.3936, -1.1695, 0.4151